P) Molecular formula: C12H14N2O
Method: DFT, the ωB97M-V functional and the def2-TZVPD basis

Each line ends with the Löwdin charge.
CARTESIAN COORDINATES (ANGSTROEM)
C (0.913, 2.001, 0.740)  -0.055
C (1.113, 0.592, 0.356)  -0.086
C (2.246, -0.040, 0.226)  -0.286
C (3.605, 0.403, 0.794)  0.033
C (4.395, -0.597, 0.431)  -0.075
C (3.671, -1.548, -0.375)  -0.095
N (2.444, -1.198, -0.499)  0.075
C (-0.513, -0.164, -0.164)  -0.230
C (-0.471, 0.345, -1.697)  -0.039
O (-0.216, -1.514, -0.085)  -0.061
C (-2.253, -0.157, 0.100)  -0.170
C (-3.187, 0.853, 0.060)  -0.066
C (-4.393, 0.187, 0.306)  -0.123
C (-4.187, -1.151, 0.506)  -0.094
N (-2.794, -1.369, 0.383)  0.072
H (0.433, 2.197, 1.770)  0.122
H (1.834, 2.523, 0.763)  0.041
H (0.363, 2.383, -0.254)  0.136
H (3.760, 1.309, 1.337)  0.099
H (5.365, -0.798, 0.718)  0.076
H (4.033, -2.385, -0.843)  0.090
H (-1.077, -0.502, -2.174)  0.122
H (-0.883, 1.310, -1.891)  0.055
H (0.526, 0.513, -1.919)  0.034
H (0.684, -1.598, -0.388)  0.028
H (-3.003, 1.831, 0.239)  0.069
H (-5.326, 0.711, 0.350)  0.091
H (-4.834, -1.915, 0.855)  0.091
H (-2.249, -2.222, 0.355)  0.145

highest occupied orbital energy = -7.9800 eV
net charge = 0
structure (SMILES) = C/C(=C1\C=CC=N1)[C@@](C)(O)c1ccc[nH]1
E_LUMO = -0.3 eV


Q) Molecular formula: C12H14N2O
Method: DFT, the ωB97M-V functional and the def2-TZVPD basis

Each line ends with the Löwdin charge.
CARTESIAN COORDINATES (ANGSTROEM)
C (0.659, 1.847, -1.612)  -0.123
O (0.727, 1.904, -0.229)  -0.102
C (0.526, 0.710, 0.489)  -0.372
C (0.600, 0.945, 2.019)  0.027
C (-0.775, 0.004, 0.258)  -0.194
C (-0.942, -1.401, 0.495)  -0.001
C (-2.220, -2.075, 0.352)  -0.073
C (-3.297, -1.376, -0.139)  -0.076
C (-3.082, 0.007, -0.372)  -0.074
C (-1.941, 0.696, -0.019)  -0.051
C (1.792, -0.328, 0.056)  -0.168
C (2.059, -1.196, -0.932)  -0.071
C (3.396, -1.662, -0.714)  -0.163
N (3.908, -1.098, 0.362)  0.021
N (2.943, -0.264, 0.766)  -0.016
H (1.659, 1.639, -2.220)  0.131
H (0.449, 2.762, -2.122)  0.075
H (-0.009, 1.162, -2.021)  0.062
H (1.598, 0.913, 2.398)  0.053
H (-0.040, 0.215, 2.453)  0.075
H (0.046, 1.914, 2.196)  0.122
H (-0.077, -2.064, 0.678)  0.115
H (-2.248, -3.138, 0.566)  0.098
H (-4.241, -1.865, -0.212)  0.092
H (-3.806, 0.743, -0.526)  0.079
H (-1.994, 1.813, -0.145)  0.144
H (1.388, -1.665, -1.653)  0.110
H (3.795, -2.605, -1.135)  0.107
H (3.200, 0.209, 1.678)  0.173

highest occupied orbital energy = -9.1807 eV
net charge = 0
structure (SMILES) = CO[C@@](C)(c1ccccc1)c1ccn[nH]1
E_LUMO = 0.8 eV


Which structure is most stable? Q), by 2.452 eV over the runner-up.


P) Molecular formula: C5H17N2O
Method: DFT, the ωB97M-V functional and the def2-TZVPD basis

Each line ends with the Mulliken spin population.
CARTESIAN COORDINATES (ANGSTROEM)
N (-0.235, 0.135, -2.204)  1.592
C (-1.000, 0.499, -0.913)  0.873
C (-0.929, 2.039, -0.607)  -0.029
C (-0.302, -0.344, 0.274)  0.126
N (0.216, -1.522, -0.302)  -0.540
C (1.670, -1.736, -0.016)  0.279
C (-0.545, -2.637, 0.290)  0.120
H (0.231, -0.732, -1.974)  -0.305
H (-1.051, -0.059, -2.959)  -0.622
H (0.367, 0.857, -2.570)  -0.364
H (-1.965, 0.206, -1.171)  -0.031
H (-0.264, 2.289, 0.140)  0.067
H (-0.545, 2.602, -1.500)  -0.154
H (-1.953, 2.281, -0.390)  0.024
H (0.572, 0.177, 0.865)  -0.023
H (-1.171, -0.338, 0.964)  0.017
H (2.353, -0.902, 0.296)  0.025
H (1.921, -2.497, 0.743)  0.032
H (1.992, -1.911, -1.078)  -0.115
H (-0.286, -3.615, -0.199)  -0.013
H (-1.623, -2.431, 0.154)  0.039
H (-0.138, -2.684, 1.311)  -0.003
H (0.819, 3.845, 3.128)  -0.001
H (1.297, 2.633, 3.766)  -0.001
O (0.776, 2.883, 2.980)  0.005

2S+1 = 2
highest occupied orbital energy (spin up / spin down) = -2.9753 / -9.4676 eV
net charge = 0
E_LUMO (spin up / spin down) = 0.5 / 0.5 eV


Q) Molecular formula: C5H17N2O
Method: DFT, the ωB97M-V functional and the def2-TZVPD basis

Each line ends with the Mulliken spin population.
CARTESIAN COORDINATES (ANGSTROEM)
C (0.284, 1.697, -2.032)  0.878
C (1.366, 1.617, -0.944)  -0.045
C (1.022, 1.370, 0.505)  0.041
C (0.622, -0.083, 0.809)  -0.021
C (-0.850, -0.421, 0.687)  0.161
N (-1.159, -1.068, -0.594)  0.484
N (-0.375, 0.440, -2.479)  1.413
H (0.663, 2.262, -2.867)  -0.007
H (-0.509, 2.276, -1.621)  0.089
H (1.688, 2.660, -0.956)  0.041
H (2.135, 0.946, -1.293)  -0.247
H (1.995, 1.490, 1.021)  -0.004
H (0.303, 2.000, 0.989)  0.008
H (0.900, -0.215, 1.845)  0.003
H (1.327, -0.793, 0.377)  -0.041
H (-1.338, -1.005, 1.450)  0.006
H (-1.332, 0.552, 0.657)  -0.020
H (-2.110, -1.370, -0.715)  -0.144
H (-0.625, -1.927, -0.769)  -0.136
H (0.311, -0.197, -2.946)  -0.587
H (-1.222, 0.763, -3.016)  -0.632
H (-0.663, -0.073, -1.606)  -0.243
H (-0.202, -3.137, 4.565)  -0.001
H (-1.311, -4.178, 4.799)  0.000
O (-0.920, -3.603, 4.134)  0.002

2S+1 = 2
highest occupied orbital energy (spin up / spin down) = -2.7927 / -9.8639 eV
net charge = 0
E_LUMO (spin up / spin down) = 0.6 / 0.6 eV


Which structure is most stable? Q), by 1.474 eV over the runner-up.